[1]
Here is C3H10N2S in the gas phase in a non-equilibrium geometry from the Open Molecules 2025 dataset. Energies are from the ωB97M-V functional and the def2-TZVPD basis.

Each line ends with the Löwdin charge.
Element x y z (Å)
N  0.6295  -2.3132  -0.0845  -0.0095
C  0.9553  -0.8466  0.0966  -0.2608
C  -0.2154  0.0502  -0.1873  -0.4516
N  -1.1335  0.1719  0.9851  0.0201
C  0.2930  1.5442  -0.5164  -0.4819
S  -1.0721  2.7741  -0.8508  0.6993
H  1.4702  -2.8262  -0.0717  0.0273
H  0.1021  -2.8388  0.6262  0.0664
H  1.3668  -0.5861  1.0955  0.1155
H  1.7485  -0.6111  -0.7266  0.1398
H  -0.6759  -0.3026  -1.1771  0.1469
H  -1.7963  0.8262  0.6484  -0.0212
H  -1.5706  -0.6359  1.4591  0.0903
H  0.8765  1.9709  0.2521  0.0375
H  0.9296  1.5260  -1.4573  0.0826
H  -1.9079  2.0969  -0.0913  -0.2006

Results
**SMILES string**: NC[C@@H](N)CS
**Spin multiplicity**: 1
**Max |F|**: 0.04208 Eh/bohr
**Charge**: 0
**Highest occupied orbital energy**: -9.057 eV
**LUMO level**: 1.0 eV
**Energy above the lowest of the compared OMol25 structures with the same formula, charge and spin**: 24.9 kcal/mol
**E**: -627.9550 Eh
**Gap between HOMO and LUMO**: 10.1 eV

[2]
Here is a molecular structure, C49H44BrFN11O8S3SeY from the Open Molecules 2025 dataset. Energies are from the ωB97M-V functional and the def2-TZVPD basis.

Each line ends with the Löwdin charge.
Element x y z (Å)
Y  -0.2823  -0.4177  -0.3170  1.4193
C  3.7238  1.0861  -4.1498  -0.4930
S  4.4027  0.5715  -2.5695  0.8515
C  2.9207  0.1653  -1.6685  -1.0627
S  1.4953  1.0492  -1.9697  0.6828
N  3.1582  -0.7701  -0.8077  -0.0842
N  2.1028  -1.0620  0.0186  -0.0837
C  2.3168  -2.0780  0.7600  -0.0704
C  1.3451  -2.4661  1.7765  -0.2531
C  1.6718  -3.4607  2.6895  -0.0077
C  0.7989  -3.7290  3.7311  -0.0435
C  -0.3574  -2.9788  3.8351  -0.0342
C  -0.6185  -2.0211  2.8668  -0.1877
N  0.1907  -1.7771  1.8398  0.0364
H  4.5858  1.1745  -4.8197  0.0181
H  3.1938  2.0377  -4.0716  -0.0028
H  3.0441  0.3316  -4.5401  0.0289
H  3.2547  -2.6211  0.6871  0.1312
H  2.6064  -3.9953  2.5880  0.1163
H  1.0303  -4.4961  4.4587  0.1132
H  -1.0598  -3.1232  4.6437  0.1132
H  -1.5078  -1.4095  2.9345  0.0367
F  1.3371  0.1732  -6.5673  0.0457
C  0.4531  1.0198  -5.9754  -0.1833
C  -0.2235  0.5807  -4.8780  0.0787
C  -1.0969  1.4541  -4.2212  -0.0589
C  -1.5982  1.0610  -2.9087  -0.3237
O  -1.3284  -0.0707  -2.4631  -0.1005
C  -2.3161  2.0748  -2.2106  -0.0238
C  -2.6227  3.2434  -2.8326  0.0600
N  -2.1441  3.6119  -4.0418  0.0166
C  -2.4677  4.9106  -4.5896  -0.2521
C  -1.3989  5.9710  -4.6258  -0.0974
C  -2.5468  6.0955  -3.6731  -0.0721
C  -1.3141  2.7388  -4.7324  -0.1019
C  -0.6355  3.1434  -5.8884  0.0612
C  0.3121  2.3232  -6.4765  -0.1346
N  1.1282  2.8855  -7.4958  -0.0784
C  1.8929  2.0813  -8.4230  -0.1342
C  3.3039  1.7702  -7.9249  -0.0774
N  3.9903  3.0657  -7.5672  0.0673
C  3.1908  3.8643  -6.5693  -0.0652
C  1.8133  4.1218  -7.1653  -0.1309
C  -2.6603  1.8942  -0.7562  -0.6093
O  -3.7285  2.3249  -0.3176  0.0291
O  -1.7480  1.2847  -0.1231  -0.1661
H  -0.0308  -0.3966  -4.4485  0.1352
H  -3.2415  3.9696  -2.3229  0.1511
H  -3.1653  4.8677  -5.4172  0.1539
H  -1.3632  6.6218  -5.4891  0.1052
H  -0.4444  5.7119  -4.1855  0.1164
H  -3.3184  6.8227  -3.8778  0.1119
H  -2.3214  5.9513  -2.6257  0.1158
H  -0.8051  4.1245  -6.3039  0.1146
H  1.9670  2.6367  -9.3677  0.1337
H  1.3825  1.1498  -8.6424  0.1376
H  3.9117  1.2715  -8.6781  0.1402
H  3.2873  1.1815  -7.0119  0.1095
H  4.1162  3.6287  -8.4099  0.1786
H  4.9207  2.8734  -7.1982  0.1811
H  3.7415  4.7799  -6.3610  0.1435
H  3.1268  3.2613  -5.6649  0.1103
H  1.9090  4.7431  -8.0647  0.1368
H  1.2360  4.6931  -6.4449  0.1222
O  -0.1886  8.2133  1.8959  -0.4742
S  0.9179  8.7477  1.1336  0.7900
O  1.2109  8.0215  -0.0853  -0.4953
O  2.5286  8.1343  2.3958  -0.2050
C  2.2127  7.1882  3.1884  -0.5650
N  2.0716  7.4394  4.5240  0.1354
C  1.7268  6.4360  5.2992  -0.1589
C  1.4753  5.1426  4.8427  -0.0319
C  1.6177  4.9753  3.4734  -0.2561
N  1.9993  5.9528  2.6688  0.1819
C  1.2980  3.7038  2.7730  -0.1244
C  1.3127  2.4420  3.3572  -0.0006
C  0.9967  1.3356  2.5855  -0.1245
N  0.6565  1.4011  1.2959  -0.0183
C  0.6210  2.6270  0.7526  -0.1659
C  0.9412  3.7780  1.4305  0.0265
H  1.6217  6.6628  6.3586  0.0986
H  1.1419  4.3580  5.5068  0.0905
H  1.5910  2.3042  4.3936  0.1087
H  1.0320  0.3449  3.0220  0.0927
H  0.3305  2.6859  -0.2834  0.0464
H  0.9194  4.7428  0.9430  0.1173
C  -3.9511  -3.7697  -1.2516  -0.0295
N  -4.3320  -2.3825  -1.4529  -0.0562
C  -4.1019  -1.3988  -0.5507  -0.7091
Se  -3.1849  -1.5900  1.0286  0.7361
N  -4.6466  -0.2658  -1.0311  0.1455
C  -5.2008  -0.4969  -2.2723  -0.1694
C  -5.8239  0.3466  -3.1802  -0.0038
C  -6.2646  -0.2206  -4.3647  -0.0925
C  -6.0942  -1.5815  -4.6298  -0.0890
C  -5.4706  -2.4245  -3.7229  -0.0205
C  -5.0181  -1.8565  -2.5402  -0.1607
H  -4.5463  -4.2028  -0.4488  0.0936
H  -2.8955  -3.8074  -0.9955  0.0626
H  -4.1264  -4.3145  -2.1765  0.0854
H  -4.5738  0.6334  -0.5538  0.1208
H  -5.9605  1.3976  -2.9616  0.1167
H  -6.7603  0.4025  -5.0986  0.1005
H  -6.4615  -1.9874  -5.5637  0.1024
H  -5.3463  -3.4791  -3.9309  0.1074
Br  -2.2610  -5.9240  -6.9739  0.7180
C  -1.6214  -4.9254  -5.4918  -0.6923
C  -0.4205  -5.2788  -4.9011  -0.1227
C  0.0529  -4.5314  -3.8326  -0.0105
C  -0.6860  -3.4672  -3.3374  -0.1244
C  -1.8939  -3.1297  -3.9401  -0.0233
C  -2.3619  -3.8490  -5.0289  -0.1239
C  -0.1853  -2.5983  -2.2151  -0.6398
O  0.8590  -1.9485  -2.3541  -0.0260
O  -0.9244  -2.5219  -1.1792  -0.1586
H  0.1427  -6.1212  -5.2791  0.0999
H  1.0070  -4.7761  -3.3819  0.1236
H  -2.4539  -2.2817  -3.5629  0.1090
H  -3.2874  -3.5728  -5.5165  0.0917

Results
**Spin multiplicity**: 1
**Max |F|**: 0.00755 Eh/bohr
**Charge**: 0
**Highest occupied orbital energy**: -6.603 eV
**LUMO level**: -1.7 eV
**Energy above the lowest of the compared OMol25 structures with the same formula, charge and spin**: 74.7 kcal/mol
**E**: -9406.2977 Eh
**Gap between HOMO and LUMO**: 4.9 eV